No. 1
ORCA calculation (ωB97M-V/def2-TZVPD) on a structure of composition C36H35CrF12N3O3.

Cartesian coordinates (Å):
Cr1 0.4685 0.2906 -0.0778
C1 -5.3509 -0.5199 1.7125
C2 -4.2104 -0.1815 0.7846
C3 -4.0047 1.1096 0.3123
C4 -2.9337 1.4070 -0.5072
C5 -1.9929 0.4281 -0.8824
N1 -0.8353 0.7368 -1.5571
C6 -0.7478 1.5334 -2.6379
C7 -1.8978 1.8999 -3.3818
C8 -1.8337 2.6921 -4.5088
C9 -0.6178 3.1598 -4.9860
C10 -0.5194 4.0194 -6.2216
C11 0.5247 2.7602 -4.2989
C12 0.5151 1.9675 -3.1563
C13 1.8816 1.4896 -2.5679
O1 1.9000 0.8831 -1.3763
C14 2.4952 0.4817 -3.6008
F1 1.6414 -0.5160 -3.8428
F2 2.8138 1.0143 -4.8127
F3 3.6334 -0.0786 -3.1521
C15 2.8570 2.7156 -2.4048
F4 3.2580 3.3569 -3.5410
F5 2.2924 3.6517 -1.6346
F6 4.0041 2.3543 -1.8063
C16 -2.2094 -0.9039 -0.4205
C17 -3.3053 -1.1652 0.3941
C18 -1.1935 -2.0104 -0.8426
O2 0.1040 -1.6655 -0.8010
C19 -1.5906 -2.4628 -2.2938
F7 -0.9628 -3.6035 -2.6596
F8 -1.2816 -1.5468 -3.2025
F9 -2.9159 -2.7153 -2.4301
C20 -1.3405 -3.2901 0.0612
F10 -2.4801 -4.0097 -0.1087
F11 -0.3382 -4.1576 -0.1432
F12 -1.2890 -2.9813 1.3721
H1 -5.9569 0.3629 1.9246
H2 -4.9828 -0.9094 2.6661
H3 -6.0079 -1.2825 1.2838
H4 -4.6909 1.9019 0.6015
H5 -2.7622 2.4225 -0.8394
H6 -2.8561 1.5191 -3.0530
H7 -2.7522 2.9397 -5.0365
H8 -1.5140 4.3054 -6.5720
H9 -0.0175 3.4973 -7.0428
H10 0.0435 4.9378 -6.0320
H11 1.4750 3.0755 -4.7037
H12 -3.4800 -2.1712 0.7525
C21 0.4199 5.3146 2.2570
C22 -0.6755 4.2413 2.1951
C23 -1.8905 4.8005 1.4414
C24 -1.1027 3.8632 3.6209
C25 -0.1690 3.0475 1.4970
C26 0.2352 2.0621 0.8962
H13 0.0443 6.2277 2.7339
H14 0.7631 5.5544 1.2502
H15 1.2770 4.9470 2.8236
H16 -2.2959 5.6790 1.9572
H17 -2.6698 4.0403 1.3681
H18 -1.6052 5.0875 0.4282
H19 -1.5336 4.7251 4.1436
H20 -0.2451 3.4980 4.1888
H21 -1.8472 3.0656 3.5860
C27 3.4738 -3.3679 -0.1326
C28 2.5533 -4.1019 0.8382
N2 3.0574 -4.1469 2.2154
C29 4.0083 -5.2110 2.4965
C30 3.3210 -6.5299 2.8347
C31 2.5657 -3.4648 3.2925
O3 2.8966 -3.7857 4.4341
C32 1.5819 -2.3557 3.0927
C33 0.6671 -2.1039 4.1171
C34 -0.2962 -1.1304 3.9229
C35 -0.3379 -0.4329 2.7272
N3 0.5801 -0.6204 1.7713
C36 1.5179 -1.5463 1.9760
H22 2.9895 -3.2553 -1.1023
H23 4.4092 -3.9164 -0.2701
H24 3.7296 -2.3729 0.2292
H25 2.4518 -5.1383 0.5036
H26 1.5494 -3.6846 0.8214
H27 4.6277 -4.9023 3.3361
H28 4.6481 -5.3234 1.6186
H29 2.7058 -6.3987 3.7243
H30 4.0596 -7.3099 3.0313
H31 2.6811 -6.8638 2.0160
H32 0.7191 -2.6942 5.0216
H33 -1.0395 -0.9250 4.6826
H34 -1.0977 0.3070 2.5096
H35 2.2364 -1.6205 1.1761

The calculation puts the calculated total energy at -109547.780 eV. The value obtained for the gap between HOMO and LUMO (alpha / beta) is 4.359 / 5.342 eV. Its expectation value of S² is 6.03. The calculation puts the HOMO energy (alpha / beta) at -0.003 / -0.039 hartree. The calculation puts the energy above the lowest of the compared OMol25 structures with the same formula, charge and spin at 0.00 kJ/mol. Its charge is -2. As for the multiplicity: 5.

Mulliken population analysis, charges in e, atoms 1 to 6: atom 1 (Cr): 0.651, atom 2 (C): -1.614, atom 3 (C): 0.806, atom 4 (C): -1.238, atom 5 (C): -0.245, atom 6 (C): 0.314

***

No. 2
ORCA calculation (ωB97M-V/def2-TZVPD) on a structure of composition C36H35FN11O4ReS in a non-equilibrium geometry.

Cartesian coordinates (Å):
Re1 -0.7053 0.7633 -0.5532
C1 0.1140 3.8493 5.4373
C2 0.2647 2.6594 4.4946
N1 1.1842 2.9784 3.4236
C3 0.8841 3.1345 2.1302
S1 1.9970 4.0751 1.1998
N2 -0.1955 2.6255 1.6358
N3 -0.7271 2.5654 0.4573
C4 -1.4683 3.5341 -0.0400
C5 -1.7043 4.8036 0.7123
C6 -1.9993 3.2730 -1.3470
C7 -2.7730 4.1993 -2.0606
C8 -3.2208 3.8936 -3.3233
C9 -2.8731 2.6617 -3.8768
C10 -2.1071 1.7909 -3.1336
N4 -1.6835 2.0610 -1.8931
H1 -0.5840 3.6002 6.2311
H2 -0.2475 4.7262 4.9056
H3 1.0732 4.0978 5.8884
H4 -0.6845 2.3587 4.0503
H5 0.6594 1.8067 5.0541
H6 2.0799 3.3496 3.7049
H7 -1.6048 4.6033 1.7776
H8 -2.6990 5.1918 0.5155
H9 -0.9687 5.5610 0.4433
H10 -3.0093 5.1480 -1.6106
H11 -3.8246 4.5969 -3.8734
H12 -3.2017 2.3874 -4.8640
H13 -1.8176 0.8262 -3.5312
C11 -2.2066 -5.2623 2.1934
C12 -1.7431 -4.2216 1.2287
C13 -0.4711 -4.2241 0.6634
C14 -0.0758 -3.2328 -0.2052
C15 -0.9117 -2.1606 -0.5774
N5 -0.4640 -1.1480 -1.4179
C16 0.5307 -1.5328 -2.3000
C17 0.4949 -2.8145 -2.8983
C18 1.5787 -3.3751 -3.5279
C19 2.7937 -2.6888 -3.5913
C20 4.0535 -3.3362 -4.0481
C21 2.7897 -1.3727 -3.1726
C22 1.6757 -0.7593 -2.5999
N6 1.7975 0.6187 -2.3614
C23 2.6627 1.4204 -3.0205
C24 2.5080 2.6969 -2.5396
C25 1.4962 2.5975 -1.5963
N7 1.0713 1.3392 -1.4943
C26 -2.1798 -2.1432 0.0478
C27 -2.5750 -3.1617 0.9050
N8 -3.0741 -1.0681 -0.0889
C28 -4.4160 -1.1430 -0.0435
C29 -4.9000 0.1444 0.0435
C30 -3.7665 0.9513 0.0604
N9 -2.6673 0.2048 -0.0291
H14 -1.4507 -6.0265 2.3404
H15 -3.1166 -5.7356 1.8304
H16 -2.4419 -4.8039 3.1532
H17 0.2377 -4.9941 0.9261
H18 0.9311 -3.2647 -0.5884
H19 -0.4214 -3.3807 -2.8245
H20 1.5104 -4.3723 -3.9334
H21 4.3524 -4.0694 -3.2999
H22 4.8567 -2.6100 -4.1450
H23 3.9124 -3.8502 -4.9950
H24 3.7088 -0.8151 -3.2516
H25 3.2952 1.0727 -3.8076
H26 3.0433 3.5723 -2.8336
H27 1.0890 3.3877 -1.0013
H28 -3.5533 -3.1100 1.3587
H29 -4.9358 -2.0779 -0.1024
H30 -5.9234 0.4507 0.0976
H31 -3.7151 2.0193 0.1359
F1 2.8550 -4.7039 1.4161
C31 2.8229 -3.3615 1.3598
C32 2.2139 -2.6634 2.3391
N10 2.1531 -1.3063 2.3367
C33 1.2056 -0.5985 3.1669
C34 -0.0094 -0.1503 2.2890
O1 -1.0169 0.2958 2.7996
O2 0.2053 -0.3249 1.0503
C35 2.7169 -0.5637 1.3065
O3 2.7263 0.6430 1.2827
N11 3.3049 -1.3191 0.3181
C36 3.3991 -2.7018 0.2018
O4 3.8895 -3.2120 -0.7769
H32 1.7513 -3.1763 3.1694
H33 1.6742 0.3120 3.5515
H34 0.8552 -1.2179 3.9912
H35 3.7121 -0.7924 -0.4459

The calculation puts the calculated total energy at -78159.081 eV. The value obtained for the gap between HOMO and LUMO (alpha / beta) is 5.799 / 4.435 eV. Its expectation value of S² is 3.79. The calculation puts the HOMO energy (alpha / beta) at -0.344 / -0.344 hartree. The calculation puts the energy above the lowest of the compared OMol25 structures with the same formula, charge and spin at 225.80 kJ/mol. Its charge is +1. As for the multiplicity: 4.

Mulliken population analysis, charges in e, atoms 1 to 6: atom 1 (Re): 0.947, atom 2 (C): -1.424, atom 3 (C): -0.054, atom 4 (N): -0.052, atom 5 (C): 0.178, atom 6 (S): -0.391

***

No. 3
ORCA calculation (ωB97M-V/def2-TZVPD) on a structure of composition C36H35InN5O9S2Se.

Cartesian coordinates (Å):
In1 2.0142 0.4384 0.5318
C1 2.0913 -0.6076 5.0309
C2 0.9398 -0.0651 4.2157
C3 0.8141 1.3157 4.0423
C4 1.9355 2.2063 4.5270
C5 -0.3460 1.8549 3.4729
C6 -0.4909 3.3602 3.4183
C7 -1.3735 1.0035 3.0485
C8 -2.6721 1.5545 2.5012
C9 -1.2090 -0.3846 3.1497
C10 -2.3325 -1.3099 2.7287
C11 -0.0347 -0.9195 3.6924
C12 0.1894 -2.4163 3.7271
H1 2.2976 0.0537 5.8725
H2 3.0087 -0.6869 4.4477
H3 1.8591 -1.5907 5.4363
H4 1.8499 2.4032 5.6009
H5 1.9388 3.1690 4.0214
H6 2.9016 1.7397 4.3422
H7 -0.5451 3.7746 4.4285
H8 -1.3812 3.6792 2.8866
H9 0.3639 3.8260 2.9263
H10 -3.3892 1.7398 3.3068
H11 -3.1376 0.8677 1.7985
H12 -2.5334 2.4908 1.9662
H13 -2.3321 -1.4885 1.6479
H14 -3.3030 -0.8906 2.9879
H15 -2.2592 -2.2747 3.2253
H16 -0.1957 -2.8728 4.6446
H17 1.2504 -2.6449 3.6582
H18 -0.3019 -2.9034 2.8863
O1 2.9761 -2.9646 1.2674
S1 2.9986 -3.1923 -0.3243
O2 4.2793 -3.6014 -0.8042
N1 2.2840 -1.9957 -0.9352
C13 2.0341 -1.9990 -2.3248
C14 1.9690 -3.1349 -3.1027
C15 1.5990 -3.0901 -4.4599
C16 1.3116 -1.9056 -5.0652
C17 1.4518 -0.7046 -4.3335
C18 1.2607 0.5600 -4.9362
C19 1.5123 1.6921 -4.2245
C20 1.9435 1.5583 -2.8917
N2 2.0692 0.4105 -2.2747
C21 1.8315 -0.7345 -2.9709
C22 1.9660 -4.6286 -0.1899
C23 0.6285 -4.4548 0.1387
C24 -0.1804 -5.5725 0.2481
C25 0.3520 -6.8377 0.0243
C26 1.6899 -6.9928 -0.3111
C27 2.5125 -5.8804 -0.4175
H19 2.2041 -4.0965 -2.6662
H20 1.5423 -4.0168 -5.0168
H21 1.0073 -1.8578 -6.1033
H22 0.9332 0.6080 -5.9678
H23 1.3842 2.6760 -4.6543
H24 2.1873 2.4473 -2.3184
H25 0.2417 -3.4565 0.3003
H26 -1.2242 -5.4573 0.5092
H27 -0.2839 -7.7091 0.1148
H28 2.0951 -7.9807 -0.4864
H29 3.5612 -5.9669 -0.6690
O3 6.0576 -1.8604 1.8190
Se1 4.9076 -0.8089 1.4742
O4 4.6786 -0.4010 -0.0684
O5 3.2814 -1.7056 1.8608
O6 4.6058 0.3674 2.5264
O7 -6.3725 1.8860 -3.7458
S2 -6.4999 3.2097 -4.3189
O8 -6.2298 3.2883 -5.7437
O9 -7.6442 3.9709 -3.8606
C28 -5.0775 4.1297 -3.6383
N3 -4.9812 5.4292 -3.9392
C29 -3.9048 6.0563 -3.4974
C30 -2.9095 5.4288 -2.7619
C31 -3.1118 4.0880 -2.4846
N4 -4.1928 3.4479 -2.9193
C32 -2.1468 3.2545 -1.7091
C33 -1.0530 3.7908 -1.0374
C34 -0.2071 2.9391 -0.3473
N5 -0.3903 1.6234 -0.2813
C35 -1.4415 1.1120 -0.9258
C36 -2.3378 1.8761 -1.6477
H30 -3.8257 7.1105 -3.7462
H31 -2.0319 5.9697 -2.4376
H32 -0.8481 4.8527 -1.0523
H33 0.6637 3.3248 0.1786
H34 -1.5571 0.0345 -0.8599
H35 -3.1863 1.4427 -2.1614

The calculation puts the calculated total energy at -155965.188 eV. The value obtained for the gap between HOMO and LUMO is 6.884 eV. The calculation puts the HOMO energy at -0.206 hartree. The calculation puts the energy above the lowest of the compared OMol25 structures with the same formula, charge and spin at 439.07 kJ/mol. Its charge is -1.

Mulliken population analysis, charges in e, atoms 1 to 6: atom 1 (In): 0.964, atom 2 (C): -2.368, atom 3 (C): 0.705, atom 4 (C): 1.272, atom 5 (C): -2.032, atom 6 (C): 0.952

***

No. 4
ORCA calculation (ωB97M-V/def2-TZVPD) on a cluster of 2 separate species, C36H35N3O3 in total in a non-equilibrium geometry.

Cartesian coordinates (Å):
C1 -4.4435 -1.1228 6.2619
C2 -3.3551 -0.6208 5.3308
N1 -3.6302 -1.0805 3.9749
C3 -2.6355 -0.8217 3.0265
C4 -1.5923 0.0929 3.2688
C5 -0.7247 0.4299 2.2491
C6 -0.7731 -0.2434 1.0065
C7 0.1863 0.0277 -0.0268
C8 1.1884 -0.9079 -0.3070
C9 1.4715 -1.9934 0.5798
C10 2.5053 -2.8661 0.3291
C11 3.1074 -2.8265 -0.9389
N2 3.8412 -3.9197 -1.4156
C12 4.2531 -4.9750 -0.4793
C13 5.3898 -5.7163 -1.1756
O1 4.9495 -6.3254 -2.3960
C14 4.3522 -5.3956 -3.3025
C15 3.3119 -4.5014 -2.6498
C16 2.8666 -1.7405 -1.8252
C17 1.9359 -0.7814 -1.5151
C18 -1.7435 -1.2713 0.8235
C19 -2.6842 -1.5234 1.7972
C20 -5.0022 -0.9393 3.4685
C21 -6.0393 -1.2447 4.5461
O2 -5.7145 -0.6537 5.8059
H1 -4.3893 -2.2262 6.3099
H2 -4.3235 -0.6944 7.2644
H3 -3.3111 0.4822 5.3990
H4 -2.3924 -1.0314 5.6520
H5 -1.4968 0.5725 4.2427
H6 0.0066 1.2195 2.4098
H7 0.2145 0.9801 -0.5508
H8 0.8404 -2.1437 1.4498
H9 2.7719 -3.6208 1.0635
H10 4.6105 -4.5498 0.4649
H11 3.4164 -5.6767 -0.2862
H12 6.2148 -4.9955 -1.3445
H13 5.7483 -6.5510 -0.5553
H14 5.1219 -4.7674 -3.7847
H15 3.8737 -6.0341 -4.0571
H16 2.4305 -5.1330 -2.4144
H17 3.0194 -3.7047 -3.3363
H18 3.4084 -1.6921 -2.7731
H19 1.6961 0.0280 -2.2125
H20 -1.7642 -1.8184 -0.1245
H21 -3.4594 -2.2799 1.6403
H22 -5.1932 0.0954 3.1102
H23 -5.1484 -1.6233 2.6244
H24 -7.0081 -0.7968 4.2882
H25 -6.1350 -2.3431 4.6442
C22 1.4976 4.6472 -4.9875
C23 1.9777 4.2054 -3.7486
C24 1.1924 3.3914 -2.9388
C25 -0.1135 2.9997 -3.3368
C26 -1.0050 2.2529 -2.4424
C27 -1.2737 2.6540 -1.0695
O3 -2.1448 2.1050 -0.3797
C28 -0.5195 3.8230 -0.5098
C29 -0.6290 5.0539 -1.1662
C30 -0.1007 6.2064 -0.5790
C31 0.4409 6.1295 0.7134
C32 0.5188 4.8948 1.3770
C33 0.0427 3.7375 0.7632
C34 -2.0420 1.4384 -2.9622
N3 -2.9359 0.7888 -3.3609
C35 -0.5450 3.3764 -4.6374
C36 0.2363 4.2273 -5.4269
H26 2.1200 5.2793 -5.6272
H27 2.9625 4.5143 -3.4036
H28 1.5702 3.0500 -1.9750
H29 -1.1129 5.0816 -2.1492
H30 -0.1033 7.1414 -1.1499
H31 0.8170 7.0371 1.1942
H32 0.9544 4.8158 2.3731
H33 0.0951 2.7634 1.2547
H34 -1.5313 3.0495 -4.9864
H35 -0.1414 4.5609 -6.3991

The calculation puts the calculated total energy at -48508.326 eV. The value obtained for the gap between HOMO and LUMO is 3.678 eV. The calculation puts the HOMO energy at -0.227 hartree. The calculation puts the energy above the lowest of the compared OMol25 structures with the same formula, charge and spin at 1.44 kJ/mol.

Mulliken population analysis, charges in e, atoms 1 to 6: atom 1 (C): -0.821, atom 2 (C): -0.619, atom 3 (N): 0.083, atom 4 (C): 0.668, atom 5 (C): -0.531, atom 6 (C): -0.387